Formula: C34H77O26P3S
Source: the OMol25 dataset
Level of theory: ωB97M-V/def2-TZVPD

* LUMO energy: 0.005 hartree
* SMILES: CCOP(=O)(OCC)OCC.CCOP(=O)(OCC)OCC.CCOP(=O)(OCC)OCC.O=S1(=O)CCCC1.COC(=O)OC.COC(=O)OC.COC(=O)OC.COC(=O)OC
* frontier orbital gap: 10.47 eV

Positions of all 141 atoms, in Å:
H 1.380 3.848 -7.111
H 1.774 3.204 -4.680
H 0.036 4.874 -6.458
H -4.164 4.701 -5.401
H 8.233 2.986 2.145
H 4.044 -6.222 -0.185
C -2.190 -5.631 1.783
H -3.555 -1.668 -2.214
O -3.837 -7.049 2.596
H 7.333 7.319 -1.278
H -1.557 0.822 -5.946
H 6.720 2.183 2.093
C -3.629 4.524 -3.383
H -4.777 -5.934 5.332
P -1.594 3.208 -4.269
H -5.502 5.051 -4.485
O -2.365 4.536 -3.857
H -5.808 -4.321 1.993
H 0.627 2.731 1.573
H 2.677 9.056 3.442
H -0.210 2.751 3.031
H 2.973 -8.220 -5.362
H -4.502 -7.201 7.481
C 0.993 4.394 -6.251
H -5.811 -7.302 4.700
H -7.424 -9.172 1.345
H -2.912 -4.814 1.778
C -4.429 5.245 -4.495
C 0.156 -0.014 1.043
H -5.372 -10.329 1.804
C 8.996 8.663 -1.415
C -5.895 -3.536 -0.688
H -4.086 6.277 -4.557
H 7.446 2.614 -0.177
C 7.603 6.326 -4.174
H -7.360 -3.573 1.617
H -6.018 -2.694 2.381
H -3.754 5.080 -2.454
H -4.891 -8.767 1.373
O 3.270 6.581 0.748
H 3.246 5.406 -1.007
H 6.140 4.608 -3.920
O 7.192 4.921 -2.331
H 7.845 4.239 -4.105
C 1.486 1.250 2.973
H 2.679 -5.064 -0.415
O 1.651 -1.420 2.874
H 3.642 8.159 4.609
H 1.700 5.195 -6.035
O -1.876 2.882 -5.844
O -5.637 -2.932 0.447
C -1.801 -2.088 5.557
H -5.137 -0.951 -1.899
H 2.613 -6.560 -5.081
O -6.674 -4.479 -0.844
C -5.430 -9.299 2.156
C -5.019 -6.995 5.383
H 1.765 5.385 -0.227
C 7.185 3.148 1.892
H 1.110 0.830 3.906
H -1.348 1.564 -8.179
P -3.505 -8.255 3.596
C 2.874 8.061 3.841
H -1.187 0.576 2.781
H -1.461 -5.368 1.015
H -5.654 -8.427 6.931
H -6.970 -7.883 2.420
C 7.139 3.492 0.392
H 6.157 3.750 -0.005
H -1.201 -1.288 5.992
H 0.507 0.492 0.143
H 1.294 -7.787 -5.183
H -3.475 -6.742 0.541
O 3.460 -5.703 -3.019
H -1.171 -2.967 5.421
H -1.531 1.409 1.294
O -0.077 3.736 -4.276
O 2.902 -0.204 1.073
O -3.173 -2.271 5.950
H 6.876 7.052 -3.811
H -1.749 -5.640 2.780
O 1.358 7.008 1.819
O 2.418 -7.664 -3.443
O 2.537 -6.978 -1.419
O 9.521 3.672 -1.807
H -7.347 -9.505 3.113
S 1.742 -0.294 1.965
O -5.115 -2.938 -1.700
C -4.429 -1.708 -1.562
C -0.718 0.995 1.891
C 2.567 6.939 1.746
H 8.383 7.372 0.243
H 8.346 9.501 -1.167
O 7.949 4.519 0.094
C -6.281 -3.417 1.609
H -3.243 1.300 -5.879
H -1.817 -1.732 4.527
C -6.313 -0.751 6.310
H 9.181 8.563 -2.485
H 0.642 2.352 -5.728
C 2.589 6.066 -0.440
H -2.814 0.625 -8.119
C -2.963 -6.865 1.495
C 2.969 -6.111 -0.324
O -3.796 -7.624 5.045
P 8.585 4.726 -1.385
H -4.167 3.576 -3.367
O -4.807 -9.215 3.388
H 8.609 6.500 -3.791
C -2.355 1.547 -7.763
H 1.989 7.585 4.264
C 2.295 -7.567 -4.812
C -3.988 -1.156 5.919
H 7.587 6.404 -5.261
C 0.811 3.281 -5.184
H -0.268 -0.969 0.733
C 2.848 -6.683 -2.693
H -2.368 -7.765 1.344
H -4.109 -1.516 -0.538
H 6.772 3.898 2.566
O -3.688 0.012 5.683
H 2.335 6.875 -1.124
C 0.280 2.053 2.352
O -2.181 -8.914 3.402
H -6.107 0.023 7.049
O -1.734 2.070 -3.352
H -7.232 -1.269 6.586
H 9.981 8.930 -1.031
H 2.428 1.714 3.265
H -2.945 2.254 -8.346
C 7.144 4.958 -3.681
O -5.228 -1.641 6.213
C -6.903 -8.962 2.279
O 9.143 6.253 -1.224
C -2.266 1.584 -6.269
H -6.187 -6.736 7.205
O 3.402 7.413 2.697
H 2.536 -6.533 0.583
C 8.331 7.383 -0.845
H -6.541 -0.422 5.296
C -5.377 -7.375 6.855



Formula: C20H68O24
Source: the OMol25 dataset
Level of theory: ωB97M-V/def2-TZVPD

* LUMO energy: 0.015 hartree
* frontier orbital gap: 10.06 eV
* energy relative to the best compared isomer or geometry (same formula, charge and spin): 0.0 kcal/mol

Positions of all 112 atoms, in Å:
H -20.350 -12.740 0.459
C -18.961 -13.010 4.511
H -14.703 -13.722 -0.574
H -9.903 -15.203 5.344
O -12.740 -9.347 3.534
H -19.770 -14.768 3.504
H -16.707 -17.290 8.039
H -17.465 -16.415 2.747
H -10.877 -11.682 5.541
H -18.263 -14.278 2.151
H -16.403 -8.809 -1.080
H -16.107 -15.865 0.173
C -9.895 -10.234 6.560
H -10.962 -14.812 6.673
O -14.370 -8.277 -1.280
C -12.051 -15.680 5.005
H -18.564 -15.027 4.792
O -14.725 -10.803 4.881
H -18.541 -14.451 -0.733
O -17.535 -14.059 7.509
H -15.448 -15.521 6.209
H -11.940 -13.279 -0.917
O -13.904 -9.916 0.845
H -12.671 -16.156 3.233
C -17.738 -17.584 1.255
C -18.475 -11.941 0.401
H -17.169 -12.357 -2.429
H -11.799 -16.752 5.057
H -19.709 -12.766 -1.104
H -10.524 -8.540 7.731
H -11.747 -11.486 -0.379
H -11.829 -9.676 3.709
H -17.999 -12.566 4.756
O -15.539 -14.200 -0.901
H -15.356 -13.437 -4.164
C -19.441 -12.928 -0.067
C -18.841 -14.377 3.998
H -13.930 -14.628 2.810
H -18.184 -11.987 1.409
H -17.972 -15.833 6.482
H -9.911 -10.412 3.638
H -10.227 -12.796 0.947
C -10.982 -9.328 7.096
H -16.821 -18.125 -0.642
O -17.248 -11.971 -0.355
H -16.796 -12.817 -0.314
O -17.419 -17.399 2.637
O -11.764 -12.506 2.315
O -19.527 -12.212 3.408
H -11.566 -8.845 6.352
H -13.896 -13.286 2.084
H -9.022 -9.724 6.193
O -15.587 -16.640 0.384
C -17.710 -15.444 7.489
O -17.858 -14.584 2.969
H -9.633 -11.007 7.241
C -14.579 -12.917 6.095
H -11.348 -14.127 1.164
H -13.885 -13.532 6.812
H -15.990 -10.087 0.983
O -19.106 -14.331 0.047
H -18.923 -10.919 0.384
C -15.355 -9.226 -0.792
H -15.233 -8.407 1.222
H -13.021 -15.584 5.477
H -13.868 -11.625 0.218
C -12.066 -12.504 -0.117
C -13.815 -11.876 5.255
O -13.466 -12.500 0.065
H -11.352 -11.647 2.351
H -15.192 -13.770 4.353
H -14.523 -14.966 -2.425
H -15.289 -11.173 4.186
H -15.164 -17.245 3.109
O -16.926 -12.810 -3.213
C -10.920 -14.769 5.545
H -13.062 -11.390 5.840
C -16.510 -17.809 0.378
H -19.629 -12.829 5.363
H -13.407 -12.315 4.390
H -18.262 -16.705 0.786
O -15.426 -13.775 5.313
H -15.342 -10.112 -1.298
H -11.138 -13.273 4.300
O -15.463 -16.316 6.782
H -13.567 -8.550 -0.806
H -18.355 -18.558 1.109
H -14.569 -16.526 1.848
H -13.364 -9.814 4.140
H -16.003 -15.829 8.772
O -12.178 -15.441 3.604
H -14.955 -12.520 -2.755
H -20.410 -11.979 3.777
H -15.849 -18.577 0.790
H -9.442 -9.414 2.505
C -11.268 -13.010 1.109
H -15.283 -12.329 6.699
C -16.451 -16.258 7.850
O -11.036 -13.415 5.279
O -9.899 -10.248 2.675
H -17.071 -13.808 6.689
C -15.589 -13.277 -3.103
O -14.476 -13.872 2.605
O -14.303 -17.005 2.667
H -16.348 -15.203 -2.473
O -10.425 -10.864 5.302
H -11.722 -10.147 8.718
O -11.954 -10.078 7.813
C -15.212 -9.393 0.684
H -13.651 -9.856 1.802
C -15.509 -14.515 -2.245
H -18.468 -15.733 8.142